*P*
132
Properties=species:S:1:pos:R:3 method="wB97M-V/def2-TZVPD" smiles="COC(=O)OC.COC(=O)OC.COC(=O)OC.COC(=O)OC.COC(=O)OC.COC(=O)OC.COC(=O)OC.COC(=O)OC.COC(=O)OC.COC(=O)OC.COC(=O)OC" homo_lumo_gap_ev=11.1522 mol_weight_g_mol=990.858 homo_ha=-0.3901 multiplicity=1
O 16.1480 16.3972 -1.0509
O 23.8092 20.5835 -0.7202
O 21.3599 20.9603 -8.0121
O 23.4882 28.5647 -7.7961
O 20.8258 19.5036 -6.3918
O 20.3359 20.4760 -3.1602
O 25.7562 23.5699 -4.9301
O 19.3889 21.0123 -6.8982
O 14.4879 16.5686 -4.8888
O 22.4857 14.5810 -2.9007
O 21.4578 27.8829 -1.3263
O 23.1165 16.5753 -2.4474
O 24.6707 27.6841 -2.0445
O 23.3983 22.7282 -1.2676
O 21.3288 16.2952 -3.8061
O 20.1576 26.0387 -1.3566
O 26.9074 23.8923 -6.8357
O 16.1758 18.0256 -4.4817
O 17.9550 22.0732 -0.6830
O 24.0102 27.9282 -5.6794
O 25.1688 21.7889 -2.0519
O 25.2371 25.7226 -1.0831
O 21.2401 22.3342 -3.7054
O 24.9114 27.4391 0.1804
O 15.9333 14.3047 -0.2590
O 24.8836 23.2001 -6.9855
O 19.0134 22.1541 -3.9266
O 15.8412 21.2868 -0.6299
O 16.4887 16.4679 -5.9242
O 24.4827 29.9302 -6.3083
O 17.6747 14.7630 -1.4328
O 20.5574 27.2228 0.5155
O 16.1801 23.2615 -1.4063
C 23.9399 28.7740 -6.7014
C 22.2136 15.8653 -3.1118
C 15.3721 18.7178 -3.5491
C 15.5977 16.9810 -5.0802
C 18.3232 15.4850 -2.4703
C 20.0762 21.6948 -3.6040
C 25.8307 23.5664 -6.1318
C 17.0595 24.3084 -1.7792
C 21.6246 27.8026 -2.7317
C 26.1072 20.7184 -2.0905
C 16.7735 22.1851 -0.8935
C 22.0600 18.8142 -6.6028
C 14.6365 14.6329 0.2321
C 23.0072 17.9970 -2.5485
C 27.9501 24.5253 -6.0941
C 24.9393 27.0180 -1.0806
C 24.0962 21.6005 -1.3016
C 20.5926 20.5400 -7.1874
C 23.4401 26.6424 -5.9005
C 16.2482 20.0208 -0.0508
C 16.5547 15.2728 -0.9340
C 15.9975 15.4440 -6.7808
C 20.6669 26.9651 -0.7792
C 24.6508 30.9338 -7.3041
C 19.7329 26.3198 1.2376
C 21.2364 23.6855 -4.0550
C 23.6085 22.9190 -6.4460
C 22.1304 22.6348 -0.6306
C 19.2678 19.5295 -3.2298
C 24.4882 28.8106 0.3559
C 25.6169 25.1960 -2.3561
C 21.7638 13.6351 -3.6658
C 18.9157 22.0940 -7.6693
H 18.3358 19.8798 -2.7885
H 22.2175 24.1356 -4.0624
H 19.1108 14.8621 -2.8727
H 21.9957 17.9367 -5.9688
H 21.9384 26.7978 -3.0188
H 15.9568 18.8629 -2.6291
H 26.9389 21.1117 -2.6730
H 16.5013 24.9140 -2.4912
H 24.2373 25.9569 -6.2141
H 22.1732 22.5898 0.4594
H 16.3367 20.1500 1.0266
H 23.0203 23.8313 -6.3449
H 27.6026 25.4517 -5.6411
H 23.5548 29.0123 -0.1598
H 19.9890 25.2911 1.0041
H 24.6761 30.5370 -8.3157
H 28.7813 24.6872 -6.7700
H 25.7055 19.8334 -2.5751
H 17.1684 19.6444 -0.4833
H 24.7458 24.8629 -2.9182
H 22.0800 12.6327 -3.3992
H 21.5870 21.7621 -0.9879
H 20.7392 28.1225 -3.2749
H 19.0975 19.2597 -4.2719
H 18.7395 16.4044 -2.0596
H 24.3793 28.9065 1.4314
H 14.5679 18.1254 -3.1167
H 17.8964 22.3034 -7.3613
H 21.9708 13.7587 -4.7341
H 22.1432 18.5119 -7.6459
H 19.4975 22.9976 -7.4674
H 15.0746 19.7159 -3.8585
H 15.2024 15.8334 -7.4182
H 23.2036 18.4114 -1.5630
H 26.2277 24.3234 -2.1546
H 17.3525 24.9112 -0.9213
H 13.8950 14.6162 -0.5623
H 26.4755 20.5164 -1.0856
H 19.8782 26.5735 2.2874
H 22.4781 28.4304 -2.9761
H 23.0590 26.3030 -4.9446
H 28.2895 23.8544 -5.3004
H 14.3705 13.9123 1.0005
H 18.6619 26.4779 1.0796
H 22.7613 26.6241 -6.7507
H 18.9529 21.8836 -8.7370
H 14.6824 15.6081 0.7204
H 23.0047 22.3464 -7.1532
H 15.3676 19.4258 -0.2715
H 20.7050 23.8665 -5.0014
H 16.8272 15.1405 -7.4119
H 20.6872 13.7344 -3.5329
H 23.8473 31.6676 -7.2496
H 15.6210 14.5859 -6.2268
H 25.5975 31.4022 -7.0426
H 22.9050 19.4383 -6.3154
H 23.6256 22.2797 -5.5644
H 17.6553 15.7448 -3.2930
H 25.2896 29.4565 0.0015
H 23.7325 18.3820 -3.2610
H 21.9943 18.2969 -2.8049
H 21.5817 23.5416 -0.8797
H 17.9641 23.9892 -2.2915
H 20.5405 24.2352 -3.4030
H 19.5766 18.6322 -2.6985
H 26.1627 25.9018 -2.9794

*Q*
132
Properties=species:S:1:pos:R:3 method="wB97M-V/def2-TZVPD" smiles="COC(=O)OC.COC(=O)OC.COC(=O)OC.COC(=O)OC.COC(=O)OC.COC(=O)OC.COC(=O)OC.COC(=O)OC.COC(=O)OC.COC(=O)OC.COC(=O)OC" homo_lumo_gap_ev=10.7994 mol_weight_g_mol=990.858 homo_ha=-0.3834 multiplicity=1
O 0.7323 0.4420 2.1468
O 2.3468 -5.5234 -0.4106
O 0.6163 1.7971 -2.9205
O 1.9056 -3.3237 -0.6753
O 6.8026 5.4566 0.8612
O 0.8139 3.9308 1.8674
O -1.4619 -5.5006 -0.4887
O -4.9582 -3.0833 -4.4844
O -1.3359 4.8085 -1.8801
O -0.5616 -5.9584 1.5858
O 0.1207 3.4789 -4.3624
O 1.2556 -4.5537 -2.2726
O -0.9146 -1.0929 2.0644
O -2.5423 3.4349 -0.4721
O -3.6549 -1.2957 6.5465
O 4.6027 5.3027 0.2150
O -4.1816 -0.7103 -1.1226
O 5.5372 4.1695 1.9310
O -3.5694 0.0147 0.6942
O 0.2925 -0.6470 0.1619
O -1.6151 -0.7942 5.6874
O -2.4882 0.3965 7.4836
O -4.6817 -5.2394 -5.1768
O 0.0952 6.1098 2.1888
O 3.9118 0.2253 -0.5419
O 0.4851 4.8366 3.9249
O -3.1360 -4.4542 -3.9723
O -3.6035 4.9552 -1.6031
O -5.7917 -0.4077 0.3929
O -0.8557 -7.5482 0.2120
O 5.8903 -0.8372 -1.1074
O 5.3373 -0.3194 1.1022
O 1.6850 3.8860 -2.8562
C -1.2017 -8.2374 -1.0114
C -0.5200 -0.0093 5.2646
C -3.8332 0.4407 2.0492
C 5.5429 4.9926 0.9643
C -2.5525 -0.5201 6.6685
C -4.3225 -4.1114 -4.5294
C 0.6395 3.5984 4.6272
C -5.8853 -5.3407 -5.9582
C 0.7739 2.9308 -3.3708
C -2.3751 -3.6134 -3.1384
C -0.6677 -1.2476 -0.6976
C -4.6103 -0.3457 0.0467
C 1.9089 1.0156 1.5650
C 2.6520 -2.8846 0.5059
C -1.4879 2.5180 -0.2828
C 1.8760 -4.5856 -1.0412
C -0.2418 -4.6517 1.9427
C 7.1707 6.3853 -0.1952
C 0.5300 4.9152 2.5776
C 5.1167 -0.3779 -0.2596
C 3.3097 0.0686 -1.7694
C 4.4172 3.4991 2.4239
C 1.1199 -5.7294 -2.9976
C 2.4608 3.5938 -1.7285
C -3.8293 5.9206 -2.5824
C -3.6949 -2.4892 5.9032
C -1.0578 -6.2795 0.3560
C 0.3227 6.5784 0.8823
C 0.0116 -0.5165 1.4936
C -0.9592 2.7099 -4.8756
C -2.4020 4.4266 -1.3639
C -4.9430 -1.2736 -2.1101
C 6.6249 -0.7437 1.6754
H 3.7621 0.6544 -2.5696
H -4.4082 -1.4807 -3.0371
H -2.9185 0.5630 2.6293
H -4.6501 -2.7263 5.4347
H 1.6836 3.4361 4.8946
H 2.2921 0.4506 -1.6874
H 3.6836 -3.2228 0.4087
H 2.4299 4.5575 -1.2202
H -1.5583 -7.5844 -1.8081
H 6.9299 -0.2335 2.5891
H 3.4946 3.3335 -1.9556
H -4.0606 5.3250 -3.4656
H -1.4075 3.2632 -5.7009
H 0.2121 -0.5846 4.6979
H -1.6011 2.5216 -4.0150
H -6.4974 -4.4415 -6.0293
H 1.3423 -6.5914 -2.3687
H -0.8428 0.8538 4.6825
H -6.6648 -5.9594 -5.5136
H 0.0889 -5.8332 -3.3357
H -0.5658 1.7887 -5.3053
H -2.0092 -8.9433 -0.8171
H -0.0902 0.4591 6.1500
H -2.9818 -3.1288 -2.3734
H 0.5791 7.6349 0.8043
H 1.6353 1.5047 0.6301
H -0.4051 -8.9018 -1.3461
H 2.1988 -3.3700 1.3702
H 0.8327 -4.6099 2.1213
H 4.0539 4.0167 3.3117
H -1.6827 -0.9158 -0.4791
H 0.2691 2.7430 4.0622
H 2.3913 1.7089 2.2540
H -1.6120 -4.2056 -2.6336
H 1.9709 2.8215 -1.1354
H 6.5436 7.2739 -0.1230
H -0.9074 -4.3244 2.7414
H -2.9703 6.5659 -2.7663
H -4.7112 6.5454 -2.4409
H -0.6950 -2.3360 -0.6472
H -4.4163 -0.3076 2.5859
H 3.2794 -0.9935 -2.0125
H 1.0477 6.0582 0.2563
H 8.2352 6.6184 -0.2227
H -0.9828 2.4813 0.6824
H -5.6575 -5.7088 -6.9586
H 1.7669 -5.7642 -3.8742
H 3.5784 3.5364 1.7288
H -1.9679 1.5519 -0.4390
H 2.6824 -1.7969 0.5695
H -5.9139 -0.8888 -2.4221
H -5.1807 -2.2885 -1.7912
H -2.9244 -2.5803 5.1375
H -0.5047 -3.9141 1.1845
H -0.7531 2.4241 -1.0824
H 7.0530 5.8966 -1.1623
H -0.5615 6.4095 0.2675
H 0.0315 3.6096 5.5318
H -1.7977 -2.8678 -3.6851
H -3.5571 -3.2432 6.6782
H 4.6658 2.4669 2.6704
H 6.5375 -1.7862 1.9817
H -0.3264 -1.0469 -1.7132
H 7.3888 -0.6376 0.9051
H 2.6074 0.2164 1.3174
H -4.4543 1.3347 2.1054

Of them, the most stable is *P* and the least stable is *Q*.

*P*
15
Properties=species:S:1:pos:R:3 method="wB97M-V/def2-TZVPD" charge=+1 homo_lumo_gap_ev=10.7760 mol_weight_g_mol=119.575 homo_ha=-0.5135 multiplicity=1
Cl 2.8882 -0.1444 0.2041
N -0.6755 -1.9258 0.6211
N -0.8877 -0.5512 -1.0136
C -0.2384 1.6565 -0.2452
C -0.4556 0.2209 0.0585
C -1.0307 -1.7817 -0.6636
C -0.2348 -0.7032 1.1280
H 0.7615 1.9402 -0.5717
H -0.9255 1.9974 -1.0682
H -1.1448 -0.0760 -1.8426
H 3.8441 0.3792 -0.3561
H 0.0565 -0.4714 2.1850
H -0.5721 -2.8324 1.0626
H -0.5400 2.2115 0.7276
H -1.6639 -2.5835 -1.2544

*Q*
15
Properties=species:S:1:pos:R:3 method="wB97M-V/def2-TZVPD" charge=+1 smiles="C[C@@H]1NC(=[NH2+])[C@H]1Cl" homo_lumo_gap_ev=10.5964 mol_weight_g_mol=119.575 homo_ha=-0.5186 multiplicity=1
Cl 2.5694 0.9758 -0.0732
N -0.4192 -0.5995 -0.6002
N 1.1894 -2.1811 0.1336
C 0.6736 -0.9739 0.0185
C -1.4963 1.4080 0.2214
C -0.3963 0.8624 -0.5299
C 1.0810 0.3987 0.5032
H -1.0420 -1.0690 -1.1829
H -1.7293 0.9635 1.1121
H -1.4690 2.4435 0.4094
H 0.7770 -3.1303 -0.2639
H 2.1035 -2.3791 0.7115
H -0.1337 1.3024 -1.4967
H -2.4250 1.2365 -0.4569
H 0.7168 0.7422 1.4939

Of them, the most stable is *P* and the least stable is *Q*.

*P*
28
Properties=species:S:1:pos:R:3 method="wB97M-V/def2-TZVPD" homo_lumo_gap_ev=8.1403 mol_weight_g_mol=177.247 homo_ha=-0.3052 multiplicity=1
O -1.4655 1.4468 2.5481
N 2.5515 -1.1453 -0.8001
C -1.8444 -1.4533 0.4106
C -1.5940 0.3728 3.6227
C -1.1411 -0.8054 -0.8157
C -0.5869 0.3912 -0.7298
C 0.7367 -0.1777 -2.9141
C -0.7986 1.1148 0.3735
C -1.4677 0.5636 1.4925
C 0.2466 0.9539 -1.7559
C -2.1504 -0.7104 1.5834
C 1.6999 0.8455 -2.0777
C 2.4574 0.3076 -0.9688
H 0.6078 0.1897 -4.0864
H -2.0477 -2.6586 0.2730
H -2.6996 0.5073 3.6163
H -2.2441 -1.2181 2.5766
H 2.3320 1.5807 -2.8106
H -0.3829 2.0856 0.5227
H 2.9905 -1.0088 0.8342
H -1.0696 0.6157 4.9824
H -0.9811 -1.5564 -1.7340
H -0.0592 1.8680 -2.1935
H 1.2005 -1.4728 -1.0033
H 3.4373 0.6035 -1.2284
H -0.9290 -0.8806 3.1015
H 0.6738 -1.2732 -2.7467
H 2.5280 0.9139 -0.0727

*Q*
28
Properties=species:S:1:pos:R:3 method="wB97M-V/def2-TZVPD" homo_lumo_gap_ev=7.8872 mol_weight_g_mol=177.247 homo_ha=-0.2985 multiplicity=1
O -2.0752 -1.4348 -0.2850
N 3.9058 -0.1702 -0.1627
C -3.6350 -1.2593 -0.0361
C -2.4935 1.0173 0.1405
C 1.9944 1.1121 -0.0341
C 0.4983 1.1082 -0.1292
C -0.3598 2.2987 -0.0140
C -1.9159 2.2550 0.0610
C -1.6712 -0.1334 -0.0786
C 1.7592 -1.3284 0.4232
C 0.4103 -1.3225 -0.0430
C -0.2833 -0.0606 0.0159
C 2.4872 -0.2314 -0.4154
H 2.6451 1.4014 0.9228
H 1.6212 -1.1854 1.4403
H 0.5918 -1.6011 -1.2101
H -0.0650 3.3931 -0.1702
H -4.2095 0.0429 -0.3919
H -3.9748 -1.7990 1.4905
H 4.2312 -1.2374 0.1961
H -3.6392 0.9596 0.2693
H -0.2278 -2.1136 0.3768
H -4.0279 -2.3383 -1.2824
H 2.3806 -0.3235 -1.4676
H -2.2946 3.1652 -0.0689
H 4.1733 0.3908 0.8010
H 2.2138 2.0102 -0.8467
H 1.9603 -2.6156 0.4985

Of them, the most stable is *Q* and the least stable is *P*.

*P*
8
Properties=species:S:1:pos:R:3 method="wB97M-V/def2-TZVPD" charge=-1 homo_lumo_gap_ev=8.5438 mol_weight_g_mol=53.037 homo_ha=-0.1373 multiplicity=1
O -2.2440 -0.4744 -0.3770
O 2.3058 0.0767 -0.4096
O -0.0440 0.6350 0.7287
H 1.8064 -0.7655 -0.3878
H 1.6020 0.6059 0.0631
H -2.0525 -0.7635 -1.2573
H 0.0087 0.7594 1.6749
H -1.3824 -0.0736 -0.0350

*Q*
8
Properties=species:S:1:pos:R:3 method="wB97M-V/def2-TZVPD" charge=-1 homo_lumo_gap_ev=8.9783 mol_weight_g_mol=53.037 homo_ha=-0.1439 multiplicity=1
O 0.3031 -2.1894 -0.6360
O 0.8614 0.3136 0.5330
O -1.3717 1.4738 -0.3202
H -0.9708 2.2934 -0.6202
H -0.5654 0.9528 0.1472
H -0.1924 -1.4114 -0.3660
H 1.0998 -1.7977 -0.2231
H 0.8360 0.3650 1.4853

Of them, the most stable is *P* and the least stable is *Q*.